Entry 1:
Entry from the Open Molecules 2025 dataset: a single C33H45IN4S molecule at a distorted geometry (wB97M-V/def2-TZVPD).

Geometry (Å):
C: 2.50431 -7.25996 0.11756
C: 1.28268 -6.16595 0.11457
C: 1.40534 -5.03108 -1.09562
C: 0.55053 -3.71395 -0.54681
C: 1.31404 -2.28269 -0.78444
C: 2.75858 -2.01943 -0.00391
I: 3.69609 -3.51879 1.35527
C: 3.63637 -0.60688 -0.16681
C: 3.02519 0.59315 -1.10148
C: 3.77152 2.06696 -1.36095
C: 5.22384 2.19135 -0.61099
C: 5.16241 2.68349 0.95128
C: 5.89592 1.64262 2.01734
C: 3.65612 2.95696 1.53767
C: 1.58203 0.34656 -1.83899
C: 0.69405 -1.06717 -1.73407
N: -0.61176 -1.20502 -2.48341
C: -1.57516 -0.07174 -2.21267
C: -3.13637 -0.45164 -1.76096
C: -3.71708 -1.97602 -1.59695
C: -3.61968 -2.59967 -0.08386
C: -4.06931 -1.86316 1.31101
C: -3.90526 -2.68664 2.74773
C: -3.29576 -4.20281 2.88332
C: -2.85942 -4.95948 1.48028
C: -3.04105 -4.16284 0.05395
C: -4.12838 0.85211 -1.47120
N: -5.54591 0.58469 -1.01459
C: -3.62710 2.43621 -1.66002
N: -4.65761 3.50653 -1.33659
C: -2.07024 2.80491 -2.14440
C: -1.52385 4.36697 -2.32261
C: -1.52063 5.00237 -0.78689
C: -0.12735 4.73881 0.03758
C: -0.57296 4.55402 1.63871
C: -0.78300 2.96538 2.01894
N: -1.54714 2.72622 3.31057
C: -1.08359 1.51601 -2.40139
S: 0.75132 1.69850 -2.90461
H: 3.35670 -7.05365 -0.66353
H: 3.01222 -7.23934 1.19189
H: 2.03592 -8.35316 0.02166
H: 0.26194 -6.73117 0.02163
H: 1.28038 -5.66687 1.19801
H: 0.93813 -5.46434 -2.10128
H: 2.54564 -4.72638 -1.22211
H: -0.50891 -3.79192 -1.05770
H: 0.33853 -3.78508 0.62589
H: 4.66135 -0.43969 0.40622
H: 4.00209 2.07446 -2.53232
H: 3.04454 2.97827 -1.18406
H: 5.89725 2.93021 -1.24863
H: 5.75223 1.14221 -0.66763
H: 5.80433 3.68721 1.01372
H: 6.31114 2.33045 2.89332
H: 6.76820 1.01631 1.53327
H: 5.01986 0.95629 2.43181
H: 2.99824 2.00112 1.68989
H: 3.14897 3.78043 0.84504
H: 3.80405 3.49791 2.59128
H: -1.04642 -2.14809 -2.38434
H: -4.86743 -1.94348 -1.91338
H: -3.22086 -2.75590 -2.35183
H: -4.51677 -0.77023 1.22904
H: -4.26426 -2.10407 3.70747
H: -3.14566 -4.78884 3.89833
H: -2.41682 -6.04605 1.53803
H: -2.74298 -4.73417 -0.93306
H: -6.25847 0.78638 -1.75037
H: -5.67577 1.20431 -0.16464
H: -5.55455 3.14077 -1.72694
H: -4.74157 3.47410 -0.27699
H: -2.28125 5.01996 -2.94656
H: -0.42561 4.40596 -2.78669
H: -2.38824 4.50232 -0.14231
H: -1.70329 6.17315 -0.77404
H: 0.56594 5.70328 -0.03458
H: 0.48188 3.80291 -0.32329
H: -1.54160 5.20840 1.83208
H: 0.25825 4.98644 2.36135
H: -1.35987 2.47504 1.12675
H: 0.26318 2.44380 2.10960
H: -2.56267 2.61518 3.06357
H: -1.21977 1.81667 3.70488

Structure (SMILES): CCCCc1c(I)cc(CCC(C)C)c2c1Nc1c(Cc3ccccc3)c(N)c(N)c(CCCCCN)c1S2
Orbital gap: 0.2751 Eh
Total charge: 0
Lowest unoccupied orbital energy: -0.046 eV
E: -59817.5074 eV
HOMO level: -7.531 eV
Molecular weight: 656.7 g/mol

Entry 2:
Entry from the Open Molecules 2025 dataset: a molecular structure, C33H46BiNO7S (wB97M-V/def2-TZVPD).

Geometry (Å):
Bi: -0.68001 0.09164 -0.03931
C: -2.75687 2.79201 -1.03229
C: -3.85648 1.74881 -1.10788
O: -3.37543 0.48820 -0.64187
C: -4.07225 -0.63697 -1.16166
C: -3.50883 -1.00232 -2.51610
O: -2.09408 -1.03330 -2.38933
C: -1.38704 -1.08804 -3.61674
C: 0.06579 -0.72792 -3.36464
O: 0.26326 0.51354 -2.69768
C: -0.17205 1.66796 -3.39521
C: -1.54910 2.09684 -2.96456
O: -1.51251 2.36119 -1.56755
H: -2.55379 3.02278 0.01077
H: -3.10142 3.70605 -1.52621
H: -4.25501 1.64034 -2.11939
H: -4.67224 2.10010 -0.46803
H: -5.14252 -0.42690 -1.24212
H: -3.93064 -1.44989 -0.45379
H: -3.81132 -0.27791 -3.28464
H: -3.91114 -1.97699 -2.81702
H: -1.84449 -0.41177 -4.34936
H: -1.42186 -2.09759 -4.04157
H: 0.59982 -0.73091 -4.32134
H: 0.52385 -1.47751 -2.71847
H: -0.16676 1.51231 -4.47933
H: 0.54208 2.46106 -3.16426
H: -2.27752 1.31370 -3.17574
H: -1.83730 3.00276 -3.51012
C: -2.39072 -4.04919 0.81144
C: -1.45209 -2.89846 1.03592
O: -1.83116 -1.79629 0.56608
C: -0.22992 -3.07296 1.77857
C: -0.02132 -4.30477 2.44900
C: 1.06327 -4.52298 3.25048
C: 2.00439 -3.49428 3.40481
C: 1.84641 -2.29315 2.76016
C: 0.73737 -2.04362 1.92761
O: 0.70884 -0.87483 1.32339
H: -3.13533 -3.75642 0.07668
H: -2.89865 -4.30811 1.74289
H: -1.86093 -4.93416 0.46358
H: -0.75254 -5.09283 2.33872
H: 1.19109 -5.46802 3.75840
H: 2.86875 -3.64955 4.03834
H: 2.57921 -1.50266 2.86537
C: 1.47104 1.63470 3.11292
N: 1.23819 3.04232 2.65893
C: 1.24361 3.97362 3.82455
C: 0.00211 3.20642 1.77817
C: -1.17851 2.44950 2.30099
C: -1.91367 3.02177 3.34044
C: -2.98238 2.35354 3.91222
C: -3.32936 1.10191 3.42921
C: -2.62908 0.54891 2.36572
C: -1.54595 1.20397 1.77523
H: 2.42502 1.60754 3.63504
H: 1.48117 0.96948 2.25523
H: 0.66614 1.35681 3.78859
H: 2.02543 3.28989 2.06077
H: 0.44524 3.68212 4.50060
H: 1.09221 4.99135 3.47445
H: 2.20126 3.89139 4.33228
H: 0.30402 2.85784 0.79532
H: -0.19108 4.27764 1.73444
H: -1.66067 4.01522 3.69533
H: -3.54152 2.80877 4.71860
H: -4.16228 0.56384 3.86335
H: -2.95424 -0.40992 1.98449
C: 4.83596 -3.82517 -2.50026
C: 4.18980 -2.49399 -2.23489
C: 3.62933 -2.20650 -0.99238
C: 3.02571 -0.98287 -0.73891
C: 2.98072 -0.04526 -1.75740
C: 3.50738 -0.30663 -3.01609
C: 4.11928 -1.52664 -3.24037
S: 2.25569 1.54639 -1.48442
C: 3.71856 2.46329 -1.03471
O: 1.47224 1.45323 -0.16659
H: 5.20785 -4.27549 -1.58157
H: 5.66581 -3.72767 -3.19879
H: 4.11582 -4.51726 -2.94165
H: 3.66885 -2.94954 -0.20461
H: 2.58512 -0.76466 0.22697
H: 3.43928 0.42769 -3.81141
H: 4.54628 -1.73794 -4.21295
H: 4.17658 1.97594 -0.17414
H: 3.42644 3.49091 -0.82054
H: 4.39582 2.44453 -1.88819

Orbital gap: 0.2995 Eh
Total charge: +2
Lowest unoccupied orbital energy: -4.824 eV
E: -67450.6162 eV
HOMO level: -12.973 eV
Molecular weight: 809.8 g/mol

Entry 3:
Entry from the Open Molecules 2025 dataset: a molecular structure, C33H46BrN3P2SeTi at a distorted geometry (wB97M-V/def2-TZVPD).

Geometry (Å):
C: 1.74921 3.62384 -0.57336
C: 0.83857 2.80199 -1.26146
C: 0.82743 2.84932 -2.66928
C: 1.79551 3.62394 -3.31675
N: 2.69732 4.34123 -2.64769
C: 2.67242 4.36728 -1.31597
C: 0.00652 1.87790 -0.54501
C: -1.01676 1.69540 0.23421
C: -2.36417 1.98574 0.58381
C: -3.17357 0.99666 1.16723
C: -4.52894 1.23819 1.38132
C: -5.02848 2.47073 0.97945
C: -4.25181 3.49005 0.42689
C: -2.90393 3.22926 0.20672
Ti: -0.31566 -0.25000 0.11084
P: 2.06795 -0.56852 -0.57432
H: 0.11778 2.26076 -3.24428
H: 1.77562 3.63940 0.51267
H: 1.83246 3.65085 -4.40911
H: 3.40851 4.99255 -0.80449
H: -2.24666 3.95566 -0.27785
H: -2.72344 0.01799 1.42657
H: -4.68254 4.45514 0.17411
H: -5.16320 0.48954 1.84433
C: 2.67936 -2.27645 -0.24820
C: 3.85420 -2.81070 -1.06779
H: 1.81547 -2.94721 -0.37552
H: 2.93182 -2.31027 0.82233
H: 4.03956 -3.85024 -0.77007
H: 3.65843 -2.82319 -2.14520
H: 4.79032 -2.26852 -0.89178
C: 2.39259 -0.27978 -2.37104
C: 3.77690 0.16676 -2.84457
H: 1.66003 0.48155 -2.68106
H: 2.10963 -1.20680 -2.89042
H: 3.74901 0.25708 -3.93945
H: 4.06397 1.15581 -2.46592
H: 4.57830 -0.54800 -2.61732
C: 3.27530 0.53720 0.26532
C: 4.74311 0.11880 0.36001
H: 2.88398 0.70442 1.28035
H: 3.19896 1.50864 -0.24372
H: 5.28484 0.89631 0.91501
H: 4.89178 -0.81859 0.90750
H: 5.24109 0.03878 -0.61315
Br: -6.89582 2.76894 1.25804
P: -1.55775 -1.55541 -1.61434
C: -0.50917 -2.49051 -2.77824
C: -1.11116 -3.75598 -3.37268
H: 0.41474 -2.73960 -2.23268
H: -0.20083 -1.80634 -3.58066
H: -0.36582 -4.26066 -3.99622
H: -1.41534 -4.47012 -2.60429
H: -1.97136 -3.56075 -4.01990
C: -2.64457 -2.73663 -0.73218
C: -3.97489 -3.05209 -1.40450
H: -2.82965 -2.31599 0.26899
H: -2.08032 -3.66405 -0.55464
H: -4.56554 -3.71710 -0.76472
H: -4.58184 -2.15736 -1.56706
H: -3.85699 -3.56819 -2.36251
C: -2.58878 -0.40244 -2.58652
C: -3.07968 -0.91625 -3.93630
H: -1.98372 0.50602 -2.73419
H: -3.43956 -0.08900 -1.96310
H: -3.66971 -0.13840 -4.43261
H: -2.25681 -1.16384 -4.61135
H: -3.73145 -1.79119 -3.85349
C: 1.69625 0.01338 3.86764
N: 0.30855 0.00392 4.29984
C: -0.69454 -0.57259 3.59083
Se: -0.45249 -1.70802 2.09455
N: -1.82353 -0.43368 4.34511
C: -1.51690 0.11204 5.59695
C: -2.21496 0.03264 6.79648
C: -1.50316 0.29374 7.97249
C: -0.13166 0.61214 7.93724
C: 0.57075 0.67191 6.71728
C: -0.16133 0.41054 5.56312
H: 1.97520 -0.97432 3.47829
H: 2.31390 0.27236 4.72633
H: 1.84720 0.75062 3.06776
H: -2.73735 -0.78068 4.05680
H: -3.27171 -0.23271 6.77533
H: -2.00566 0.24774 8.94144
H: 0.39244 0.80492 8.87246
H: 1.63474 0.90532 6.64865

Multiplicity: 3
Orbital gap (spin up / spin down): 0.2759 / 0.2441 Eh
⟨S²⟩: 2.013
Total charge: +2
Lowest unoccupied orbital energy (spin up / spin down): -5.892 / -7.046 eV
E: -216505.4717 eV
HOMO level (spin up / spin down): -13.399 / -13.689 eV
Molecular weight: 753.4 g/mol